1.
C4H12NS | wB97M-V/def2-TZVPD

Geometry as XYZ:
```
18
Properties=species:S:1:pos:R:3:forces:R:3:nbo_charge:R:1
C 0.695638 1.301809 -2.703670 0.394 0.030 0.156 -0.66
C -0.229075 0.301294 -2.093790 0.398 0.312 -0.310 -0.15
C -1.183115 -0.370698 -2.696003 -0.293 -0.205 0.013 -0.35
C 0.520389 -0.077337 1.187794 2.929 2.277 2.430 -0.11
S 1.588871 1.139828 0.567888 0.698 -0.750 -1.417 0.26
N -0.942414 -1.645702 4.200659 0.656 0.399 0.216 -1.07
H 1.739071 0.994612 -2.611848 0.033 -0.080 0.095 0.22
H 0.611204 2.276186 -2.216034 -0.076 0.073 -0.091 0.22
H 0.517541 1.425412 -3.767738 -0.274 0.060 -0.076 0.25
H -0.025139 0.151179 -1.017878 -0.336 -0.462 0.296 0.12
H -1.838805 -1.053061 -2.184091 -0.051 -0.160 0.185 0.21
H -1.361631 -0.264473 -3.757952 0.069 0.119 -0.063 0.22
H -0.019670 0.339629 2.037774 -0.585 -0.674 -0.092 0.23
H 1.066562 -1.016490 1.328129 -1.607 -1.144 -1.686 0.28
H 2.283329 1.385392 1.716412 -1.253 0.629 0.583 0.23
H -1.540290 -2.429774 4.391872 -0.219 0.011 -0.094 0.39
H -0.497493 -1.708470 3.305938 -0.138 -0.327 -0.252 0.33
H -1.384971 -0.749337 4.312539 -0.347 -0.106 0.107 0.37
```
Positions in Å, forces in eV/Å.

Results
HOMO-LUMO gap = 3.99 eV
Energy relative to the best compared isomer or geometry (same formula, charge and spin) = 6.550 eV
Net charge = +1
Spin multiplicity = 1
HOMO level = -0.486 hartree



2.
C5H8O | wB97M-V/def2-TZVPD

Geometry as XYZ:
```
14
Properties=species:S:1:pos:R:3:forces:R:3:nbo_charge:R:1
C -1.584307 0.631413 0.098593 0.051 0.121 -0.074 -0.62
C -0.711743 -0.513535 -0.334972 -0.240 -0.246 -0.083 -0.24
C 0.740265 -0.389725 -0.754451 0.115 -0.288 -0.107 -0.28
C 1.471241 0.623195 0.107802 0.017 -0.013 -0.116 -0.06
O 0.935705 0.018890 1.315592 -0.002 -0.172 0.097 -0.53
C 0.338023 -1.049723 0.546106 0.714 0.315 0.101 0.09
H -1.082893 1.164592 0.913392 -0.160 0.070 -0.232 0.23
H -2.561531 0.298147 0.473414 0.275 -0.029 -0.171 0.22
H -1.736115 1.295114 -0.753676 -0.162 0.189 0.166 0.21
H -1.183384 -1.312868 -0.898215 -0.146 0.098 -0.033 0.22
H 1.151290 -0.904069 -1.614833 -0.146 0.256 -0.029 0.22
H 1.230259 1.692782 -0.029216 -0.119 -0.398 0.262 0.18
H 2.563001 0.508747 0.086321 -0.227 -0.047 -0.005 0.18
H 0.450100 -2.078613 0.861313 0.030 0.144 0.226 0.20
```
Positions in Å, forces in eV/Å.

Results
HOMO-LUMO gap = 10.45 eV
Energy relative to the best compared isomer or geometry (same formula, charge and spin) = 2.417 eV
SMILES = C[C@H]1[C@H]2CO[C@@H]12
Spin multiplicity = 1
HOMO level = -0.343 hartree



3.
C35H44ClCsO4Se | wB97M-V/def2-TZVPD

Geometry as XYZ:
```
86
Properties=species:S:1:pos:R:3:forces:R:3:lowdin_charge:R:1
Cs -1.842190 0.843455 2.453983 0.197 0.161 0.241 1.14
C 3.332151 -5.566417 -1.404054 0.024 -0.020 -0.009 -0.08
C 1.872150 -5.122416 -1.495959 -0.036 0.023 0.017 -0.57
C 0.989659 -6.299355 -1.053441 -0.007 -0.007 0.036 -0.06
C 1.563785 -4.804306 -2.967044 0.013 0.036 -0.027 -0.06
C 1.589143 -3.897580 -0.627960 0.043 0.035 0.024 -0.21
C 0.313216 -3.342482 -0.586604 -0.027 0.067 0.066 -0.13
C 0.002584 -2.223329 0.170245 0.019 -0.174 -0.204 -0.44
Se -1.810992 -1.602041 0.021418 0.109 0.137 0.089 1.00
C -1.506623 -0.073169 -1.128693 0.119 -0.086 -0.111 -0.41
C -0.527666 -0.178325 -2.104510 -0.018 0.019 0.060 -0.07
C -0.267677 0.855111 -2.991880 -0.032 0.039 -0.007 -0.20
C -1.073057 1.994380 -2.877210 -0.008 -0.009 0.040 -0.01
C -2.068213 2.141541 -1.924206 -0.031 -0.002 0.023 -0.10
C -2.315484 1.087884 -0.963630 -0.109 0.020 0.136 -0.48
O -3.187319 1.190993 -0.023323 0.076 -0.102 -0.437 -0.32
C -2.918789 3.414330 -1.851342 0.006 -0.044 0.014 -0.54
C -2.590479 4.406227 -2.969675 0.008 0.023 -0.031 -0.09
C -4.408457 3.055107 -1.978514 -0.001 -0.012 0.002 -0.05
C -2.679668 4.136350 -0.516765 0.003 0.044 0.029 -0.05
C 0.844495 0.794132 -4.038622 -0.016 0.002 0.022 -0.56
C 1.592986 -0.539824 -3.996588 0.010 -0.027 -0.007 -0.08
C 0.259387 0.970214 -5.447591 -0.018 -0.016 -0.013 -0.06
C 1.863105 1.915467 -3.782578 0.004 0.013 0.033 -0.06
C 0.984955 -1.538870 0.984525 0.269 -0.007 0.039 -0.42
O 0.724871 -0.528509 1.702167 -0.479 -0.122 -0.234 -0.23
C 2.316211 -2.109778 0.903203 -0.010 -0.005 0.035 -0.09
C 2.556252 -3.238437 0.129202 -0.059 0.028 0.005 -0.02
C 3.535672 -1.533424 1.658019 -0.040 -0.018 -0.019 -0.53
C 4.095093 -2.602531 2.612868 0.008 -0.007 0.026 -0.07
C 3.272925 -0.280686 2.504687 0.007 0.008 0.003 -0.08
C 4.629835 -1.152237 0.644958 0.005 0.012 -0.020 -0.06
H 3.489885 -6.446198 -2.035942 0.006 0.010 0.009 0.07
H 3.604368 -5.830795 -0.378983 -0.007 0.006 -0.025 0.08
H 4.009719 -4.779216 -1.743928 -0.016 -0.021 0.005 0.08
H 1.166685 -7.180026 -1.682388 -0.002 0.019 0.012 0.07
H -0.069100 -6.040990 -1.117414 0.034 -0.002 0.000 0.07
H 1.204715 -6.563016 -0.014684 -0.010 0.000 -0.027 0.08
H 1.749215 -5.677268 -3.604618 -0.003 0.020 0.014 0.07
H 2.189368 -3.977790 -3.314278 -0.020 -0.026 0.002 0.08
H 0.521654 -4.503982 -3.093499 0.032 -0.010 0.007 0.08
H -0.488261 -3.777211 -1.176283 0.003 0.000 -0.006 0.08
H 0.052415 -1.092295 -2.141719 -0.017 0.006 0.020 0.08
H -0.897905 2.808779 -3.572064 -0.009 -0.003 0.012 0.08
H -2.753336 3.968652 -3.958964 0.006 0.011 0.023 0.08
H -1.555799 4.755919 -2.913452 -0.024 -0.003 -0.004 0.08
H -3.244725 5.278429 -2.873433 0.016 -0.010 -0.009 0.07
H -4.602984 2.607621 -2.958514 -0.001 0.008 0.023 0.08
H -5.025272 3.957202 -1.883399 0.019 -0.021 -0.006 0.07
H -4.685487 2.343121 -1.202237 0.011 0.021 -0.027 0.07
H -1.632780 4.443222 -0.435346 -0.008 -0.006 -0.009 0.08
H -2.921253 3.487102 0.322085 -0.028 -0.047 -0.031 0.07
H -3.305495 5.035044 -0.457595 0.024 -0.017 0.012 0.08
H 0.924829 -1.378661 -4.208804 0.019 0.028 0.006 0.08
H 2.047992 -0.716035 -3.018687 -0.012 0.013 -0.032 0.09
H 2.388137 -0.539112 -4.749518 -0.012 -0.006 0.013 0.08
H -0.453668 0.170162 -5.661623 0.014 0.020 -0.003 0.08
H 1.051811 0.943996 -6.204935 -0.014 0.000 0.015 0.07
H -0.269320 1.921478 -5.540150 0.014 -0.021 0.002 0.07
H 2.304668 1.800641 -2.789974 -0.005 0.008 -0.025 0.09
H 1.386643 2.897696 -3.823802 0.010 -0.026 0.000 0.07
H 2.666746 1.891835 -4.528174 -0.017 -0.003 0.013 0.07
H 3.568255 -3.627285 0.115528 0.012 0.011 0.002 0.08
H 3.336797 -2.876306 3.350655 0.023 0.006 -0.018 0.09
H 4.971074 -2.215088 3.146649 -0.019 -0.015 -0.011 0.07
H 4.392429 -3.511097 2.084186 -0.004 0.024 0.008 0.07
H 2.536754 -0.461099 3.284796 0.020 -0.001 -0.019 0.08
H 2.897519 0.544033 1.901894 0.010 -0.026 0.009 0.08
H 4.224191 0.016349 2.967013 -0.020 0.000 -0.002 0.07
H 4.956744 -2.005790 0.047484 -0.012 0.000 0.007 0.07
H 5.504888 -0.746396 1.166307 -0.020 -0.011 -0.017 0.07
H 4.252616 -0.388722 -0.040027 0.015 -0.018 0.015 0.09
Cl -4.159414 5.002945 9.487662 0.000 -0.048 -0.107 0.55
C -3.994103 4.179146 7.936014 -0.092 0.042 -0.049 -0.69
C -4.961013 4.384682 6.930479 0.043 -0.023 0.026 -0.14
C -4.844630 3.752739 5.727701 0.026 0.002 0.021 -0.02
C -3.750517 2.849877 5.401067 -0.099 0.016 -0.031 -0.42
O -3.692509 2.300006 4.281911 0.063 0.043 0.190 -0.16
C -2.788047 2.668878 6.471797 0.080 -0.060 0.026 -0.14
C -1.630680 1.793140 6.391164 -0.104 0.067 0.060 -0.26
O -1.260103 1.080173 5.477793 -0.054 0.062 0.031 -0.08
C -2.944382 3.341626 7.698016 0.076 -0.029 0.046 -0.11
H -5.795995 5.048382 7.123537 0.000 0.007 0.009 0.09
H -5.583493 3.906498 4.949334 0.022 -0.004 0.018 0.10
H -1.029530 1.804283 7.332303 0.001 0.002 -0.009 0.11
H -2.202179 3.179245 8.473972 -0.002 -0.002 -0.011 0.10
```
Positions in Å, forces in eV/Å.

Results
HOMO-LUMO gap = 5.40 eV
Energy relative to the best compared isomer or geometry (same formula, charge and spin) = 0.342 eV
Net charge = -2
Spin multiplicity = 1
HOMO level = -0.055 hartree



4.
C51H37Br2N2O4S3Se3TeTl | wB97M-V/def2-TZVPD

Geometry as XYZ:
```
104
Properties=species:S:1:pos:R:3:forces:R:3:nbo_charge:R:1
Tl -0.320387 -2.445381 -0.364337 -0.171 -0.194 -0.363 0.52
C 1.627754 1.776016 -6.940935 -0.015 -0.004 0.059 -0.63
C 0.980612 1.495503 -5.607878 0.004 0.009 -0.019 -0.01
C 1.055613 0.234779 -5.028444 0.020 -0.002 -0.010 -0.20
C 0.436112 -0.035607 -3.814411 -0.046 -0.028 0.036 -0.20
C -0.236524 0.987904 -3.168344 -0.149 -0.068 -0.049 -0.18
C -0.340993 2.253046 -3.727473 0.055 0.009 0.010 -0.21
C 0.272479 2.499016 -4.944030 -0.007 0.020 0.013 -0.23
S -1.079216 0.672525 -1.611400 0.288 0.310 -0.036 1.31
O -2.121469 1.735221 -1.465729 0.229 -0.149 -0.217 -0.99
C 0.337119 1.139247 -0.554612 0.049 -0.228 -0.373 -0.29
C 1.555164 0.444944 -0.777860 -0.116 -0.031 -0.142 -0.17
C 2.642733 0.701963 -0.007729 0.045 0.045 0.102 -0.23
C 2.569604 1.645274 1.050377 -0.025 0.007 -0.056 0.02
C 3.692997 1.920189 1.868821 -0.024 -0.040 -0.039 -0.20
C 3.607710 2.813207 2.897394 -0.079 0.043 0.057 -0.22
C 2.384270 3.468882 3.157722 0.088 -0.026 0.020 -0.22
C 1.286032 3.224163 2.383074 -0.066 -0.052 -0.106 -0.18
C 1.346195 2.311785 1.296036 0.047 -0.004 0.075 -0.09
C 0.210513 2.039660 0.455725 0.045 0.293 0.318 0.02
C -1.057983 2.771913 0.746042 0.222 0.302 -0.048 0.15
C -1.189803 4.133689 0.327537 0.008 0.030 -0.109 -0.08
C -0.188023 4.777522 -0.443023 -0.030 -0.063 0.052 -0.17
C -0.350324 6.065053 -0.867246 -0.074 0.087 0.000 -0.23
C -1.525329 6.780260 -0.543484 0.095 -0.024 -0.036 -0.22
C -2.507796 6.183439 0.191967 -0.017 -0.064 0.037 -0.18
C -2.368137 4.846671 0.641094 -0.026 -0.008 0.020 -0.04
C -3.393178 4.199609 1.382265 0.040 -0.005 -0.020 -0.20
C -3.251506 2.903233 1.764578 0.034 0.015 0.134 -0.18
C -2.070311 2.192414 1.445208 -0.280 -0.135 0.190 -0.28
S -1.845575 0.472626 1.931039 0.135 -0.011 0.149 1.30
O -1.579949 0.455200 3.402367 -0.145 -0.030 -0.104 -0.98
C -3.526351 -0.067487 1.666334 -0.021 0.005 -0.052 -0.21
C -4.032397 -0.114197 0.371295 0.097 -0.044 -0.053 -0.20
C -5.306033 -0.613282 0.172347 -0.063 -0.004 0.024 -0.19
C -6.078490 -1.065126 1.244641 0.008 0.009 -0.037 -0.02
C -7.445599 -1.650280 0.999358 0.062 0.022 -0.004 -0.63
C -5.547269 -0.999305 2.527457 0.055 -0.022 0.034 -0.22
C -4.263236 -0.508560 2.746463 -0.087 -0.036 0.054 -0.23
H 2.180632 0.907502 -7.297531 -0.002 0.009 0.008 0.22
H 2.322524 2.616089 -6.872950 -0.009 -0.011 0.005 0.21
H 0.876929 2.030456 -7.692530 0.005 -0.002 0.006 0.21
H 1.597191 -0.559411 -5.529464 -0.017 0.002 0.020 0.22
H 0.488485 -1.033505 -3.389222 -0.018 0.039 -0.028 0.27
H -0.909355 3.016603 -3.207934 0.009 -0.016 -0.020 0.24
H 0.198267 3.485465 -5.391023 -0.001 -0.017 0.002 0.20
H 1.625409 -0.310624 -1.556227 0.035 0.017 0.082 0.26
H 3.571420 0.167937 -0.185321 -0.054 0.019 -0.003 0.23
H 4.623368 1.404349 1.657735 -0.022 -0.002 -0.003 0.21
H 4.471538 3.013065 3.520229 -0.018 0.005 -0.014 0.21
H 2.313415 4.166030 3.984001 0.001 -0.019 -0.011 0.21
H 0.352209 3.723754 2.605993 -0.008 -0.016 -0.016 0.22
H 0.708469 4.228867 -0.702587 -0.005 -0.005 0.001 0.23
H 0.420682 6.538209 -1.462333 -0.002 0.003 0.006 0.21
H -1.646383 7.799999 -0.888569 0.004 -0.006 0.004 0.20
H -3.418427 6.720058 0.434900 0.012 -0.013 0.002 0.20
H -4.294894 4.749971 1.627792 0.020 -0.006 -0.026 0.20
H -4.038855 2.407094 2.318028 0.026 -0.047 -0.017 0.23
H -3.439753 0.236861 -0.471606 -0.215 -0.091 0.188 0.26
H -5.695871 -0.676974 -0.837754 0.048 -0.025 0.031 0.22
H -8.035278 -1.010455 0.340445 0.003 -0.001 0.009 0.21
H -7.992639 -1.783237 1.932905 -0.002 0.007 0.008 0.20
H -7.362913 -2.625622 0.515765 0.012 -0.006 -0.006 0.23
H -6.135157 -1.352239 3.367922 0.010 -0.011 -0.004 0.20
H -3.825143 -0.461960 3.736788 -0.010 -0.032 -0.019 0.24
Br -4.336988 -5.759773 4.871475 0.022 -0.026 -0.001 0.02
C -3.286587 -4.877418 3.558488 -0.041 0.060 0.012 -0.06
C -3.670629 -4.897557 2.243437 -0.050 0.076 -0.037 -0.24
C -2.875869 -4.193928 1.339588 0.011 -0.024 -0.085 0.11
N -1.774103 -3.551215 1.692788 0.001 0.209 0.161 -0.47
C -1.387485 -3.578730 2.974875 0.068 0.072 0.000 0.13
C -2.128669 -4.223903 3.948825 0.010 -0.074 0.110 -0.23
C -0.122008 -2.852322 3.322494 -0.126 -0.011 0.015 0.29
C 0.253104 -2.616613 4.644135 0.004 0.019 0.064 -0.28
C 1.410610 -1.902504 4.871870 -0.056 -0.040 0.049 -0.03
Br 1.948678 -1.551717 6.656936 -0.002 0.008 0.013 0.04
C 2.180273 -1.437968 3.824815 0.019 0.019 -0.073 -0.28
C 1.731872 -1.740342 2.548595 -0.031 -0.012 -0.025 0.07
N 0.621124 -2.424572 2.308353 0.025 -0.045 0.039 -0.45
H -4.531512 -5.448952 1.898815 -0.019 0.032 -0.012 0.24
H -3.146539 -4.157007 0.286519 0.014 -0.013 0.055 0.25
H -1.822225 -4.239711 4.983424 -0.012 -0.022 -0.011 0.21
H -0.341503 -2.962105 5.474827 -0.012 0.045 0.012 0.22
H 3.083001 -0.867073 3.985107 -0.001 0.009 -0.008 0.23
H 2.288070 -1.419547 1.672587 -0.012 -0.022 0.026 0.22
Se -2.717896 -2.408179 -2.440085 0.064 0.144 0.160 -0.73
Se -2.911280 -4.742097 -2.534791 -0.068 -0.133 -0.036 -0.25
Te -0.843457 -5.634346 -1.315719 0.071 -0.004 -0.101 0.16
Se -1.821453 -7.180974 0.346767 0.024 -0.033 0.067 -0.81
O 9.245382 -2.514002 -2.689923 0.002 -0.060 0.015 -0.70
C 8.332962 -1.496997 -2.658437 -0.037 -0.034 0.023 0.78
O 8.749685 -0.369676 -2.762737 -0.051 0.063 -0.008 -0.62
C 6.916803 -1.876770 -2.501906 0.086 -0.006 -0.024 -0.30
C 6.463035 -3.191452 -2.322812 -0.042 -0.048 0.021 -0.17
C 5.123791 -3.485236 -2.193057 0.002 0.052 0.009 -0.27
C 4.128236 -2.477529 -2.244792 -0.007 0.055 0.047 -0.13
S 2.452118 -2.853045 -2.105515 0.247 0.039 -0.079 -0.39
C 4.607151 -1.154032 -2.418802 -0.002 -0.019 -0.077 -0.23
C 5.949535 -0.868613 -2.543159 -0.101 0.074 0.023 -0.16
H 8.776582 -3.351641 -2.608674 0.014 -0.013 -0.013 0.48
H 7.156004 -4.028588 -2.270839 -0.022 -0.020 0.014 0.17
H 4.800101 -4.507759 -2.046890 0.010 0.000 -0.017 0.22
H 3.879073 -0.351978 -2.474211 0.036 -0.022 -0.038 0.20
H 6.286113 0.151864 -2.682030 -0.024 -0.003 0.000 0.22
```
Positions in Å, forces in eV/Å.

Results
HOMO-LUMO gap = 4.58 eV
Net charge = -2
Spin multiplicity = 1
HOMO level = -0.046 hartree